Entry 1:
C41H59GeN3O5PSSi2Ti as an isolated structure at a distorted geometry. Source: the Open Molecules 2025 dataset; level of theory: ωB97M-V/def2-TZVPD.

```
114
Properties=species:S:1:pos:R:3:forces:R:3:lowdin_spin:R:1
Ti 0.658 -0.345 0.053 0.84 1.22 -0.10 0.855
C 1.139 2.491 2.237 -0.04 0.30 0.53 -0.007
Si 2.226 1.037 1.781 -0.24 -0.55 -1.12 -0.022
C 3.833 1.768 1.040 0.36 0.34 0.25 -0.003
C 4.802 0.657 0.622 0.14 0.10 0.01 0.001
C 3.441 2.609 -0.184 0.16 0.02 -0.09 -0.001
C 4.579 2.742 1.975 -0.02 0.11 -0.15 -0.001
C 2.538 -0.029 3.349 0.17 -0.10 0.19 -0.004
C 3.808 0.322 4.130 0.03 -0.17 0.12 -0.001
C 2.640 -1.502 2.920 -0.09 -0.14 0.13 0.001
C 1.375 0.122 4.333 -0.01 -0.06 0.16 0.000
H 1.590 3.052 3.066 -0.12 0.10 -0.04 -0.001
H 0.151 2.154 2.564 0.03 0.06 -0.03 0.000
H 0.998 3.177 1.401 -0.02 -0.01 -0.02 0.000
H 4.351 -0.036 -0.089 -0.05 0.03 0.00 0.001
H 5.152 0.082 1.486 0.00 0.05 -0.04 0.000
H 5.693 1.094 0.144 -0.05 -0.04 0.05 0.000
H 2.873 2.045 -0.921 -0.05 -0.05 0.00 0.000
H 4.354 2.975 -0.680 -0.08 -0.01 0.04 0.000
H 2.854 3.485 0.106 0.03 -0.07 -0.02 0.000
H 5.092 2.247 2.794 0.01 -0.10 0.09 0.000
H 3.911 3.501 2.399 0.04 -0.10 -0.05 0.000
H 5.344 3.278 1.396 -0.02 -0.01 0.06 0.000
H 4.717 0.086 3.575 0.01 0.07 -0.01 0.000
H 3.828 -0.269 5.057 0.07 0.03 -0.02 0.000
H 3.842 1.374 4.418 -0.04 -0.02 -0.03 0.000
H 3.462 -1.663 2.215 0.06 0.06 -0.01 0.000
H 1.715 -1.853 2.440 0.04 0.10 0.06 0.000
H 2.818 -2.147 3.793 0.01 0.01 -0.02 0.000
H 1.351 1.120 4.777 0.03 -0.03 -0.04 0.000
H 1.490 -0.602 5.152 -0.03 0.05 -0.03 0.000
H 0.400 -0.042 3.885 -0.06 -0.03 -0.09 0.000
O -2.773 0.635 5.270 -0.11 0.10 0.31 0.002
S -3.135 0.015 4.039 0.65 0.08 -0.54 0.001
O -4.477 0.102 3.550 -0.36 0.05 0.07 0.001
N -2.100 0.506 2.839 -0.69 0.74 0.76 0.015
C -1.430 -0.479 2.388 1.43 -0.62 -1.55 0.008
O -0.571 -0.368 1.407 -2.60 -0.50 3.04 0.011
C -1.666 -1.813 3.028 0.01 0.47 -0.11 0.000
C -1.070 -3.028 2.775 -0.03 -0.31 -0.01 0.000
C -1.447 -4.110 3.568 0.03 0.10 -0.06 0.000
C -2.384 -3.956 4.587 0.00 -0.11 0.04 0.000
C -2.985 -2.727 4.832 -0.01 0.06 -0.09 0.000
C -2.607 -1.674 4.024 -0.17 -0.29 0.34 0.000
H -0.350 -3.126 1.973 0.04 0.01 0.01 0.000
H -1.001 -5.082 3.398 -0.01 0.00 0.02 0.000
H -2.649 -4.808 5.201 0.01 0.00 -0.03 0.000
H -3.718 -2.600 5.620 0.06 -0.02 -0.05 0.000
C -0.810 5.715 -0.540 0.02 -0.04 -0.03 -0.001
C -1.955 5.021 -0.177 0.02 -0.09 0.02 0.000
C -2.040 3.646 -0.390 0.11 0.11 0.08 -0.001
C -0.982 2.948 -0.965 -0.09 0.09 -0.13 -0.001
C 0.161 3.664 -1.335 -0.12 0.09 0.05 -0.001
C 0.251 5.032 -1.125 -0.06 -0.01 0.05 0.000
Ge -1.010 1.028 -1.419 0.29 -0.01 -0.43 0.006
C -0.876 1.192 -3.399 -0.18 0.22 -0.15 0.005
C 0.115 0.630 -4.205 -0.27 0.00 -0.09 0.001
C 0.166 0.883 -5.578 -0.03 -0.06 0.07 0.000
C -0.776 1.709 -6.170 0.01 0.00 0.02 0.000
C -1.768 2.285 -5.383 -0.03 0.00 0.06 0.000
C -1.814 2.028 -4.019 0.17 0.06 -0.27 0.000
C -2.893 0.445 -1.232 -0.16 0.05 -0.04 -0.004
C -3.521 0.479 0.017 -0.14 -0.12 -0.04 -0.001
C -4.827 0.025 0.189 0.11 -0.01 -0.02 0.000
C -5.538 -0.473 -0.897 -0.01 -0.04 -0.06 -0.001
C -4.941 -0.502 -2.151 -0.01 -0.11 0.08 0.000
C -3.634 -0.045 -2.312 -0.04 -0.22 -0.02 -0.001
H -0.745 6.783 -0.371 0.00 -0.02 0.00 0.000
H -2.788 5.547 0.275 0.02 -0.01 0.00 0.000
H -2.945 3.125 -0.095 0.01 0.00 -0.02 0.000
H 0.991 3.150 -1.807 0.03 -0.05 -0.01 0.000
H 1.148 5.567 -1.417 -0.02 -0.01 0.01 0.000
H 0.867 -0.004 -3.759 0.18 -0.02 0.12 0.001
H 0.948 0.437 -6.184 0.01 0.00 0.02 0.000
H -0.737 1.909 -7.234 0.01 0.00 0.04 0.000
H -2.502 2.944 -5.833 0.01 -0.01 0.00 0.000
H -2.584 2.507 -3.422 0.02 -0.02 0.00 0.000
H -2.991 0.860 0.880 -0.05 0.05 -0.10 0.000
H -5.274 0.052 1.176 0.03 0.04 -0.03 0.000
H -6.554 -0.824 -0.768 0.02 0.01 0.00 0.000
H -5.495 -0.870 -3.008 -0.01 0.02 -0.01 0.000
H -3.204 -0.039 -3.310 0.00 0.02 -0.02 0.000
N -1.793 -2.744 -1.912 0.79 -0.47 -0.30 0.000
C -0.506 -2.773 -2.725 0.70 0.25 -0.50 0.000
P 0.991 -3.031 -1.489 -3.66 0.29 4.47 0.001
O 0.546 -4.608 -1.383 0.47 0.58 -0.45 0.000
O 0.197 -2.252 -0.302 1.53 -2.08 -1.75 0.017
C 2.688 -3.303 -0.537 1.33 -0.54 -0.68 0.004
N 2.731 -4.599 0.133 -0.55 0.94 -0.55 0.001
H -1.536 -2.586 -0.935 0.40 0.28 0.59 0.000
H -2.294 -3.627 -1.970 0.06 -0.10 -0.06 0.000
H -2.439 -1.986 -2.161 -0.05 0.51 -0.26 0.000
H -0.426 -1.844 -3.281 0.04 0.10 0.06 0.001
H -0.531 -3.638 -3.377 -0.03 0.07 -0.12 0.000
H 2.780 -2.455 0.138 -0.53 0.36 -0.21 0.004
H 3.472 -3.227 -1.288 0.12 -0.01 0.09 0.000
H 1.234 -5.076 -0.849 -0.15 -0.04 0.01 0.000
H 2.406 -4.544 1.089 -0.09 0.14 0.03 0.000
H 3.654 -5.010 0.136 0.00 -0.02 -0.31 0.000
C 5.908 -0.471 -2.849 0.44 -0.06 0.03 0.004
Si 4.247 -0.192 -3.607 -0.34 0.17 0.52 0.014
C 3.832 -1.532 -4.818 -0.09 -0.31 -0.31 0.001
C 4.171 1.471 -4.401 0.04 0.34 -0.25 0.001
C 2.986 -0.274 -2.280 0.68 -0.40 -1.00 0.069
C 2.143 -0.332 -1.395 -0.32 -0.75 -0.17 0.024
H 6.680 -0.506 -3.624 0.02 -0.01 0.09 0.001
H 5.944 -1.408 -2.285 0.02 0.06 -0.03 0.000
H 6.147 0.345 -2.161 0.00 -0.10 -0.04 0.000
H 4.644 -1.686 -5.536 -0.09 -0.03 0.02 0.000
H 2.927 -1.277 -5.376 0.04 -0.03 0.01 0.000
H 3.648 -2.478 -4.298 0.07 0.01 -0.07 0.000
H 4.878 1.514 -5.237 -0.05 0.09 0.03 0.000
H 4.439 2.253 -3.684 -0.03 -0.05 -0.06 0.000
H 3.170 1.690 -4.783 0.06 -0.01 0.03 0.000
```
Forces are in eV/Å.

Output
F_max = 5.785 eV/Å
Frontier orbital gap (alpha / beta) = 0.12556 / 0.13342 Eh
<S²> = 0.769
Relative energy (zero: lowest compared OMol25 entry of this formula, charge and spin) = 326.6 kJ/mol
E_LUMO (alpha / beta) = -2.6 / -2.6 eV
2S+1 = 2


Entry 2:
C41H60BGeN11SSeTi as an isolated structure. Source: the Open Molecules 2025 dataset; level of theory: ωB97M-V/def2-TZVPD.

```
117
Properties=species:S:1:pos:R:3:forces:R:3:lowdin_spin:R:1
Ti -0.224 -0.406 -0.051 -0.61 0.01 0.09 0.944
C -1.595 3.405 2.085 -0.01 -0.02 -0.01 0.001
C -1.696 2.053 1.731 0.01 0.03 0.06 0.005
N -0.565 1.624 1.196 -0.09 -0.01 -0.14 0.003
N 0.276 2.685 1.171 -0.01 -0.06 0.02 0.001
C -0.324 3.771 1.695 0.04 0.00 0.05 0.003
B 1.670 2.393 0.597 0.05 0.03 0.02 0.001
N 1.546 2.031 -0.908 -0.10 0.06 -0.01 0.002
C 2.067 2.685 -1.962 0.01 0.04 -0.04 0.001
C 1.618 2.079 -3.117 -0.01 0.00 0.03 0.001
C 0.798 1.040 -2.666 -0.06 0.02 -0.03 0.005
N 0.754 1.028 -1.343 0.26 0.02 -0.15 0.011
N 2.231 1.194 1.400 -0.02 0.01 -0.03 0.001
C 3.084 1.205 2.443 0.02 -0.01 0.00 0.002
C 3.089 -0.052 3.006 0.01 0.00 -0.01 0.000
C 2.170 -0.778 2.240 0.03 0.02 -0.03 0.003
N 1.651 -0.017 1.288 0.10 -0.02 0.17 0.001
N 2.677 3.544 0.706 0.02 -0.02 -0.01 0.000
C 4.003 3.429 0.453 0.00 0.01 0.02 0.000
C 4.545 4.692 0.449 0.00 0.00 0.00 0.000
C 3.446 5.533 0.703 0.00 0.00 0.00 0.000
N 2.329 4.840 0.847 0.02 0.00 0.03 0.000
H -2.345 4.035 2.532 0.00 0.00 0.00 0.000
H -2.536 1.378 1.779 0.00 -0.01 -0.01 0.000
H 0.200 4.709 1.741 -0.01 -0.01 0.00 0.000
H 2.712 3.537 -1.826 -0.01 0.00 0.01 0.000
H 1.847 2.353 -4.132 0.00 0.00 0.00 0.000
H 0.229 0.311 -3.218 0.02 -0.01 0.01 0.001
H 3.623 2.097 2.712 0.00 0.01 -0.01 0.000
H 3.682 -0.398 3.835 0.00 0.00 0.00 0.000
H 1.887 -1.814 2.309 -0.01 0.00 0.01 0.000
H 4.453 2.465 0.282 0.00 -0.01 0.00 0.000
H 5.574 4.963 0.287 0.00 0.00 0.00 0.000
H 3.420 6.608 0.786 0.00 0.00 0.00 0.000
N -0.602 -1.789 1.701 0.16 -0.04 0.10 0.009
C -1.333 -1.918 2.583 -0.21 0.07 -0.15 0.019
N -2.193 -2.057 3.570 0.07 -0.06 0.07 0.004
C -2.255 -1.005 4.593 -0.01 0.02 0.01 0.002
C -3.165 -1.481 5.732 -0.01 0.00 0.00 0.000
C -3.115 -3.001 5.853 0.01 0.00 0.01 0.000
C -3.715 -3.660 4.602 0.01 0.01 0.00 0.000
C -3.427 -2.814 3.354 -0.05 0.01 -0.01 0.001
H -2.624 -0.072 4.156 0.02 0.01 0.00 0.000
H -1.240 -0.829 4.948 0.00 -0.02 0.01 0.000
H -4.195 -1.164 5.546 0.00 -0.01 -0.01 0.000
H -2.853 -1.000 6.660 0.00 0.01 0.00 0.000
H -3.644 -3.335 6.747 0.00 0.00 0.00 0.000
H -2.074 -3.311 5.967 0.00 0.00 0.00 0.000
H -4.797 -3.762 4.712 0.00 0.00 0.00 0.000
H -3.309 -4.664 4.480 0.01 0.00 0.00 0.000
H -4.243 -2.112 3.158 0.02 0.00 -0.02 0.000
H -3.307 -3.421 2.460 0.01 0.00 0.00 0.000
S -2.399 -0.280 -0.568 0.33 -0.06 0.10 -0.052
C -2.916 6.032 -0.170 0.01 0.04 0.03 0.000
Ge -1.878 6.161 -1.823 -0.01 -0.06 -0.12 0.000
C -2.395 7.828 -2.737 0.02 0.05 0.06 0.000
C 0.023 6.221 -1.393 0.01 -0.02 0.06 0.000
C -2.165 4.635 -3.022 0.02 0.16 -0.05 0.000
Se -2.069 2.909 -2.109 0.04 -0.13 0.08 0.000
C -3.887 2.909 -1.421 0.01 -0.05 0.04 0.000
H -2.545 6.772 0.542 -0.01 0.00 0.00 0.000
H -2.794 5.043 0.269 0.01 0.01 -0.01 0.000
H -3.977 6.223 -0.342 0.00 -0.01 -0.01 0.000
H -2.189 8.682 -2.088 -0.02 0.02 -0.04 0.000
H -3.460 7.827 -2.972 0.00 -0.01 0.00 0.000
H -1.839 7.963 -3.666 0.01 -0.02 0.00 0.000
H 0.248 7.046 -0.714 0.01 -0.01 -0.01 0.000
H 0.625 6.342 -2.296 -0.01 0.00 -0.01 0.000
H 0.324 5.295 -0.900 0.00 0.02 -0.02 0.000
H -1.337 4.615 -3.735 -0.02 0.05 -0.03 0.000
H -3.086 4.713 -3.601 -0.02 -0.06 0.02 0.000
H -4.208 3.929 -1.219 0.02 0.00 0.00 0.000
H -3.861 2.325 -0.505 -0.04 -0.03 -0.03 0.000
H -4.558 2.432 -2.132 0.00 0.01 -0.01 0.000
C 3.831 -4.937 1.588 0.00 0.00 -0.01 0.000
C 3.563 -3.700 0.767 0.00 0.00 -0.01 0.000
C 4.572 -2.766 0.558 0.00 0.01 -0.02 0.001
C 4.324 -1.639 -0.226 0.02 0.01 0.03 0.000
C 5.389 -0.588 -0.407 -0.01 -0.01 0.00 0.000
C 3.078 -1.470 -0.798 -0.04 0.01 0.00 0.001
C 2.007 -2.363 -0.574 0.11 -0.02 -0.03 0.003
C 2.304 -3.489 0.220 -0.01 0.00 0.00 0.001
N 0.757 -2.049 -1.074 -0.07 0.03 -0.10 0.020
C 0.007 -3.100 -1.788 -0.01 -0.05 0.06 0.001
C -0.724 -2.418 -2.962 0.05 0.03 0.02 0.001
C -1.567 -3.404 -3.772 -0.01 -0.02 0.02 0.000
C -2.596 -4.066 -2.851 -0.01 0.01 0.00 0.000
C -1.869 -4.810 -1.728 0.00 0.00 -0.02 0.000
C -0.934 -5.865 -2.326 0.00 0.00 0.00 0.000
C 0.088 -5.182 -3.240 0.01 -0.01 0.01 0.000
C -0.653 -4.472 -4.374 -0.01 0.00 0.00 0.000
C 0.911 -4.176 -2.424 -0.01 0.00 0.00 0.000
C -1.051 -3.807 -0.911 0.05 0.01 0.00 0.001
H 4.532 -4.731 2.399 0.00 0.00 0.00 0.000
H 4.264 -5.730 0.972 0.00 0.00 0.00 0.000
H 2.909 -5.327 2.023 0.00 0.00 0.00 0.000
H 5.550 -2.911 1.009 0.00 0.00 0.00 0.000
H 6.376 -1.033 -0.551 0.00 0.00 0.00 0.000
H 5.442 0.052 0.479 0.01 0.00 0.00 0.000
H 5.169 0.047 -1.267 0.00 0.00 0.00 0.000
H 2.879 -0.602 -1.418 0.01 0.00 0.00 0.000
H 1.514 -4.194 0.449 -0.01 0.00 0.01 0.000
H 0.044 -1.967 -3.603 -0.01 0.00 -0.01 0.000
H -1.351 -1.618 -2.564 -0.01 0.00 -0.01 0.000
H -2.087 -2.865 -4.570 0.00 0.01 0.00 0.000
H -3.223 -4.762 -3.423 0.01 0.00 0.00 0.000
H -3.247 -3.299 -2.421 0.00 0.00 0.00 0.000
H -2.605 -5.299 -1.079 0.00 0.00 0.01 0.000
H -1.510 -6.605 -2.896 0.00 0.00 0.00 0.000
H -0.415 -6.402 -1.524 0.00 0.00 0.00 0.000
H 0.764 -5.936 -3.658 0.00 0.00 0.00 0.000
H -1.236 -5.197 -4.955 0.00 0.00 0.00 0.000
H 0.066 -4.005 -5.057 0.00 0.00 0.00 0.000
H 1.650 -3.677 -3.061 0.00 -0.01 0.00 0.000
H 1.471 -4.724 -1.664 -0.01 0.00 -0.02 0.000
H -0.552 -4.320 -0.081 0.01 0.00 0.01 0.000
H -1.703 -3.039 -0.487 -0.02 0.00 0.00 0.000
```
Forces are in eV/Å.

Output
F_max = 0.615 eV/Å
Frontier orbital gap (alpha / beta) = 0.19796 / 0.22571 Eh
<S²> = 0.757
Relative energy (zero: lowest compared OMol25 entry of this formula, charge and spin) = 0.0 kJ/mol
E_LUMO (alpha / beta) = 2.2 / 2.2 eV
Total charge = -1
2S+1 = 2


Q: Which E_tot values were calculated for the entries above? A: -6383.0513 -7951.7794, in a.u..